(1)
51
Properties=species:S:1:pos:R:3:forces:R:3:nbo_charge:R:1 method="wB97M-V/def2-TZVPD" lumo_ha=0.0217 homo_energy_ha=-0.2958 e_tot_ev=-30267.9392 charge=0
C -5.539818 -0.658449 0.735442 -1.026 1.066 -5.181 -0.27
H -5.234406 -0.427297 1.695815 0.175 0.580 1.932 0.19
O -4.247386 -0.855125 -0.079450 -9.920 -9.332 2.023 -0.48
C -3.402836 -0.004250 -0.176409 3.322 -2.916 -3.491 0.30
C -3.531663 1.120974 0.244333 -4.821 15.709 8.304 -0.34
C -2.561604 2.100958 0.280755 0.353 -2.348 -0.982 -0.18
C -1.454567 1.727244 -0.304893 5.663 2.870 -3.910 -0.10
C -1.296220 0.588176 -1.151419 -6.690 0.902 5.846 0.36
C -2.368619 -0.303446 -0.962722 5.767 -2.573 -3.449 -0.35
H -2.241397 -1.372023 -1.281495 -0.445 1.184 0.063 0.22
O -0.192638 0.484657 -1.706278 3.616 -5.085 -5.257 -0.47
C -0.167306 -0.836868 -2.531301 4.992 -2.071 2.848 -0.30
H -0.046601 -1.973607 -1.864409 -0.811 3.837 -1.204 0.21
H 0.904073 -0.818544 -2.931786 -1.748 0.273 0.066 0.21
H -0.894553 -1.042217 -3.273502 -1.002 0.823 -0.487 0.21
C -0.272044 2.770934 -0.470176 3.573 -7.895 -3.941 -0.19
N 0.906871 2.170086 0.315813 -5.805 2.938 1.849 -0.45
C 0.591601 2.554356 1.742008 -1.205 4.546 -3.642 -0.39
H 0.705332 3.795173 1.815265 -0.578 -3.046 0.169 0.14
H -0.354474 2.216363 2.070580 -0.837 -0.374 0.334 0.21
H 1.376478 2.154318 2.164968 3.680 -1.912 3.577 0.19
C 2.109958 2.759530 0.027378 2.969 -5.487 -6.028 -0.32
C 3.100418 1.574013 0.287912 -1.069 -0.902 -0.264 0.69
O 4.061290 1.573085 1.062705 -1.389 -0.475 -1.606 -0.62
N 2.583919 0.495887 -0.510088 15.276 -0.669 6.443 -0.66
H 1.774855 0.424247 -0.746060 -12.275 -0.027 -3.126 0.34
C 3.050518 -1.188717 0.092431 0.358 11.794 5.432 -0.04
C 1.866321 -1.695050 0.377652 -8.502 -8.300 2.697 -0.06
C 1.641063 -3.221169 0.128955 5.042 4.942 -0.974 -0.17
C 0.607038 -3.949697 0.364895 -3.250 -1.687 -1.194 -0.25
C -0.474129 -3.210685 0.912454 -0.458 -8.528 -2.131 -0.22
C -0.412784 -2.027465 1.244636 1.224 9.740 4.277 -0.20
C 0.797036 -1.240345 1.121658 -0.084 -9.060 -4.498 -0.12
H 0.812310 -0.379668 1.398482 -0.100 10.273 3.489 0.18
H -1.232228 -1.596996 1.899302 0.942 -0.231 -1.200 0.21
H -1.341711 -3.682832 1.203223 -1.932 -1.525 0.118 0.21
H 0.532590 -4.935172 -0.194753 -0.074 0.958 1.610 0.23
H 2.526592 -3.647736 -0.243604 0.893 -0.841 -0.891 0.19
H 3.632327 -0.838956 1.017881 -0.713 -0.492 -1.102 0.26
C 3.822031 -1.434744 -0.916534 6.206 -7.374 -2.557 -0.59
H 3.442166 -1.834869 -1.753709 -2.164 -1.081 -3.209 0.21
H 4.286990 -2.406004 -0.451650 0.445 0.702 -1.201 0.18
H 4.609449 -0.872095 -1.208674 2.240 2.294 -0.096 0.25
H 2.230863 2.672096 -1.182172 -0.434 0.952 2.413 0.20
H 2.512436 3.626159 0.296211 0.820 4.084 1.864 0.20
H 0.311285 2.727680 -1.640582 -2.472 0.231 2.982 0.18
H -0.439796 3.718832 -0.301474 -1.171 5.006 1.395 0.16
H -2.455542 3.030438 0.695700 -1.180 2.169 1.407 0.21
H -4.400944 1.700542 0.846892 0.969 -2.725 -1.422 0.20
H -6.322160 -1.499257 0.649584 2.209 0.638 0.049 0.22
H -6.116197 0.215173 0.140954 1.418 -1.556 1.853 0.20

(2)
17
Properties=species:S:1:pos:R:3:forces:R:3:nbo_charge:R:1 method="wB97M-V/def2-TZVPD" lumo_ha=0.0441 smiles=C1[C@@H]2CC3(CC3)[C@H]12 homo_energy_ha=-0.3252 e_tot_ev=-7418.3237 charge=0
C -1.642165 -0.152750 -1.180190 -0.059 -0.115 -0.137 -0.42
C -1.323671 0.930988 -0.203738 -0.221 0.032 0.391 -0.22
C 0.164788 1.283757 -0.344841 0.136 0.040 0.017 -0.39
C 0.449584 -0.129174 0.182784 0.181 -0.147 0.005 -0.05
C 1.317730 -0.379674 1.367717 0.066 -0.013 0.183 -0.41
C 1.605137 -1.045603 0.039744 0.186 -0.144 -0.208 -0.42
C -0.998801 -0.517884 0.119187 0.048 -0.270 0.250 -0.23
H -1.020214 -0.230519 -2.071329 -0.247 0.201 0.034 0.21
H -2.683610 -0.421067 -1.324138 0.156 -0.076 0.125 0.23
H -1.997755 1.344166 0.531248 -0.356 0.797 -0.743 0.23
H 0.529815 2.107476 0.275134 -0.060 -0.258 0.071 0.21
H 0.496356 1.465874 -1.376108 -0.250 0.011 0.164 0.20
H 1.977285 0.430901 1.670397 -0.121 -0.142 -0.046 0.21
H 0.932251 -0.974841 2.191632 0.083 -0.002 -0.174 0.21
H 2.455139 -0.717947 -0.546857 0.069 -0.094 0.145 0.21
H 1.335135 -2.094190 -0.051166 0.216 0.108 -0.035 0.22
H -1.530975 -1.117740 0.851313 0.172 0.072 -0.043 0.21